DFT (ωB97M-V/def2-TZVPD) results for a single C2H4N2 molecule.

* highest occupied orbital energy: -9.9 eV
* charge: 0
* maximum force: 1.8 eV Å⁻¹
* energy relative to the best compared isomer or geometry (same formula, charge and spin): 342.86 kJ/mol
* SMILES: C1[C@@H]2NN12
* LUMO level: 1.128 eV

Last column: Löwdin charge in e.
Geometry (Å):
C1 0.472 -0.190 0.740  -0.034
C2 -0.773 0.032 -0.010  -0.345
N1 -0.253 0.243 -1.320  -0.001
N2 0.173 1.070 -0.215  0.008
H1 0.521 0.066 1.786  0.085
H2 1.210 -0.880 0.357  0.083
H3 -1.805 0.098 0.266  0.120
H4 0.456 -0.440 -1.605  0.084


DFT (ωB97M-V/def2-TZVPD) results for 2 unconnected molecules or ions with the total composition C3H6N2O3.

* highest occupied orbital energy: -9.0 eV
* charge: 0
* maximum force: 6.1 eV Å⁻¹
* energy relative to the best compared isomer or geometry (same formula, charge and spin): 737.40 kJ/mol
* LUMO level: -4.289 eV

Last column: Löwdin charge in e.
Geometry (Å):
O1 -2.267 0.050 1.328  0.148
C1 -1.593 0.131 0.281  -0.558
N1 -2.287 -0.017 -0.979  0.150
C2 -0.302 -0.856 0.170  0.069
N2 -0.071 0.589 0.132  0.213
C3 2.827 0.315 0.125  -0.562
O2 2.565 -0.758 -0.513  -0.098
O3 2.532 0.639 1.336  -0.126
H1 -2.071 0.569 -1.777  0.114
H2 -3.229 0.126 -0.544  0.132
H3 -0.219 -1.255 -0.842  0.136
H4 0.098 -1.488 0.995  0.152
H5 0.704 0.814 0.817  0.102
H6 3.314 1.140 -0.529  0.127


Q: Which of these has the lowest highest occupied orbital energy?
A: C2H4N2